Below is C16H17Cl2F5O2RuS as an isolated structure at a distorted geometry, with properties calculated with ωB97M-V/def2-TZVPD.

The geometry in ORCA input format:
```
! RIJCOSX wB97M-V def2-TZVPD def2/J DEFGRID3
* xyz -2 5
C 1.156 1.802 1.156
C 1.452 2.329 -0.163
C 1.988 1.300 -0.960
C 1.292 3.734 -0.582
C 2.078 0.120 -0.206
C 1.574 0.387 1.119
C 1.821 -0.446 2.289
C 1.138 2.657 2.371
C 2.428 1.475 -2.369
C 2.800 -1.096 -0.613
Ru -0.566 0.571 0.731
Cl -1.126 1.194 -1.256
Cl -2.058 2.064 1.628
O -0.675 -1.315 0.277
H 0.490 4.234 -0.027
H 1.065 3.817 -1.652
H 2.245 4.268 -0.437
H 1.628 1.898 -2.992
H 2.725 0.515 -2.804
H 3.278 2.168 -2.415
H 2.560 -1.386 -1.641
H 2.559 -1.934 0.040
H 3.882 -0.916 -0.555
H 2.066 -1.469 2.019
H 0.681 -0.489 2.878
H 2.564 0.020 2.939
H 0.576 3.580 2.183
H 2.161 2.890 2.697
H 0.643 2.115 3.172
H -0.719 -1.245 -0.738
O -0.415 -0.167 3.077
H -0.920 -0.981 2.925
F -5.191 -5.092 -1.378
C -4.123 -4.311 -1.627
C -2.989 -4.895 -2.202
F -2.959 -6.224 -2.458
C -1.904 -4.094 -2.540
F -0.755 -4.635 -2.995
C -1.905 -2.685 -2.345
S -0.695 -1.656 -2.892
C -3.058 -2.156 -1.701
F -3.140 -0.865 -1.327
C -4.134 -2.949 -1.337
F -5.163 -2.406 -0.654
*
```

Properties
- Calculated total energy: -73009.907 eV
- LUMO level (alpha / beta): 5.1 / 4.6 eV
- HOMO level (alpha / beta): -0.600 / -1.322 eV
- Relative energy (zero: lowest compared OMol25 entry of this formula, charge and spin): 0.0 kJ/mol

***

Below is C31H50ClLuPSe as an isolated structure at a distorted geometry, with properties calculated with ωB97M-V/def2-TZVPD.

The geometry in ORCA input format:
```
! RIJCOSX wB97M-V def2-TZVPD def2/J DEFGRID3
* xyz -1 1
Lu -1.256 -3.152 -0.342
Cl -3.100 -2.441 1.118
P 0.925 1.372 -1.748
C 0.846 1.363 0.097
H 0.442 0.360 0.354
H 1.895 1.358 0.530
C -0.352 0.196 -2.391
C 2.551 0.573 -2.009
C -1.038 0.762 -3.636
H 0.250 -0.689 -2.696
C -1.978 -0.264 -4.252
H -1.625 1.643 -3.344
H -0.299 1.097 -4.383
C -3.012 -0.718 -3.228
H -2.464 0.184 -5.122
H -1.393 -1.118 -4.613
C -2.312 -1.275 -1.976
H -3.657 0.120 -2.939
H -3.663 -1.485 -3.668
C -1.316 -0.322 -1.305
H -3.065 -1.613 -1.248
H -1.740 -2.175 -2.349
H -1.768 0.613 -0.654
H -0.711 -0.880 -0.537
C 0.904 3.108 -2.354
C 3.717 1.492 -1.607
H 2.547 -0.297 -1.324
C 5.037 0.712 -1.675
H 3.770 2.356 -2.289
H 3.584 1.897 -0.594
C 5.264 0.049 -3.039
H 5.867 1.388 -1.444
H 5.028 -0.059 -0.893
C 4.050 -0.733 -3.554
H 5.518 0.825 -3.773
H 6.126 -0.625 -2.980
C 2.728 0.032 -3.433
H 4.199 -1.007 -4.604
H 3.949 -1.674 -2.996
H 2.706 0.860 -4.156
H 1.909 -0.648 -3.704
C -0.467 3.801 -2.278
H 1.582 3.616 -1.639
C -0.284 5.298 -2.530
H -1.125 3.388 -3.055
H -0.960 3.625 -1.315
C 0.354 5.569 -3.896
H -1.254 5.797 -2.457
H 0.355 5.711 -1.740
C 1.635 4.756 -4.117
H -0.368 5.322 -4.685
H 0.577 6.637 -3.994
C 1.487 3.273 -3.767
H 1.958 4.839 -5.158
H 2.437 5.180 -3.500
H 0.819 2.783 -4.493
H 2.466 2.783 -3.855
C -1.974 1.711 0.188
C 0.056 2.322 0.666
H -2.312 2.693 -0.284
C 0.090 2.400 2.184
H 0.067 3.321 0.216
C -0.382 1.078 2.829
H 1.145 2.525 2.488
H -0.510 3.255 2.554
C -1.877 0.706 2.532
H 0.248 0.218 2.496
H -0.261 1.161 3.931
C -2.611 1.613 1.543
H -1.923 -0.339 2.163
H -2.416 0.699 3.504
H -3.624 1.214 1.374
H -2.771 2.592 2.022
Se 0.657 -3.312 -2.577
C 0.996 -3.647 -0.745
C 1.152 -2.533 0.119
C 0.510 -2.535 1.368
C -0.156 -3.695 1.809
C -0.142 -4.868 1.033
C 0.469 -4.866 -0.226
H 1.716 -1.669 -0.222
H 0.577 -1.660 2.012
H -0.678 -3.669 2.767
H -0.642 -5.768 1.397
H 0.421 -5.731 -0.888
*
```

Properties
- Calculated total energy: -153733.151 eV
- LUMO level (alpha / beta): 2.2 / 2.2 eV
- HOMO level (alpha / beta): -1.290 / -1.269 eV
- Relative energy (zero: lowest compared OMol25 entry of this formula, charge and spin): 10.7 kJ/mol

***

Below is one molecule with the formula C7H12N4O3 at a distorted geometry, with properties calculated with ωB97M-V/def2-TZVPD.

The geometry in ORCA input format:
```
! RIJCOSX wB97M-V def2-TZVPD def2/J DEFGRID3
* xyz 0 1
C 2.160 -0.900 0.117
C 3.553 -0.494 -0.031
C -0.797 -0.625 -0.019
C 0.484 2.369 1.109
C -3.200 -1.841 -1.028
C -0.247 1.813 -0.120
C -3.049 -1.092 0.292
N 2.182 1.013 -1.037
N 4.608 -0.966 0.455
N 1.479 0.094 -0.406
N 0.059 0.370 -0.058
O -0.508 -1.812 0.005
O 3.528 0.646 -0.769
O -1.981 -0.111 0.149
H 1.645 -1.625 0.765
H 1.558 2.339 0.864
H 0.216 3.456 1.146
H 0.355 1.717 2.074
H -3.374 -1.107 -1.810
H -2.230 -2.325 -1.100
H -4.036 -2.550 -0.958
H -1.208 2.131 -0.156
H 0.284 2.157 -0.988
H -2.965 -1.670 1.167
H -3.919 -0.474 0.318
H 5.403 -0.512 0.019
*
```

Properties
- Calculated total energy: -19551.367 eV
- LUMO level (alpha / beta): 0.2 / 0.2 eV
- HOMO level (alpha / beta): -8.015 / -8.016 eV
- Relative energy (zero: lowest compared OMol25 entry of this formula, charge and spin): 538.9 kJ/mol

***

Below is C4H15NO3 as an isolated structure at a distorted geometry, with properties calculated with ωB97M-V/def2-TZVPD.

The geometry in ORCA input format:
```
! RIJCOSX wB97M-V def2-TZVPD def2/J DEFGRID3
* xyz 0 1
C 1.279 0.191 -1.605
C 0.167 -0.109 -0.613
C 0.761 -0.757 0.698
C 1.484 0.219 1.622
O 1.738 -1.703 0.195
N -0.793 -0.966 -1.121
H 0.977 0.812 -2.452
H 1.659 -0.720 -2.055
H 2.131 0.689 -1.142
H -0.432 0.908 -0.294
H 0.021 -1.383 1.171
H 2.532 -0.088 1.597
H 1.057 0.196 2.616
H 1.527 1.207 1.150
H 1.359 -2.103 -0.595
H -1.610 -0.908 -0.509
H -1.124 -0.658 -2.032
H -0.651 1.621 0.023
H -3.424 1.070 -0.560
O -2.475 1.191 -0.470
H -2.197 0.678 2.171
H -2.162 0.585 0.642
O -1.825 0.029 1.562
*
```

Properties
- Calculated total energy: -12018.932 eV
- LUMO level: -1.4 eV
- HOMO level: -8.854 eV
- Relative energy (zero: lowest compared OMol25 entry of this formula, charge and spin): 510.1 kJ/mol